{"formula": "C32H50BN8O2OsS4Sb", "method": "ωB97M-V/def2-TZVPD", "total_charge": 2, "e_lumo_ev": [-6.9, -6.9], "e_tot_ev": -103025.447, "de_lowest_kcal_mol": 0.00, "species": ["H", "C", "N", "S", "H", "B", "H", "Os", "H", "H", "N", "N", "H", "H", "H", "C", "H", "H", "C", "C", "S", "H", "N", "C", "H", "H", "C", "H", "C", "H", "N", "H", "C", "H", "C", "H", "N", "C", "C", "H", "H", "C", "H", "H", "H", "H", "C", "H", "H", "H", "C", "N", "C", "C", "C", "H", "O", "H", "H", "H", "C", "C", "H", "S", "H", "H", "H", "C", "C", "C", "H", "H", "C", "C", "C", "H", "H", "H", "H", "C", "H", "C", "N", "H", "H", "C", "O", "H", "C", "H", "H", "S", "H", "C", "H", "H", "Sb", "C", "C"], "coordinates": [[-3.18, 5.97, 0.61], [-0.38, -4.60, -2.36], [-1.39, -2.30, -2.50], [0.74, -0.58, 2.16], [-0.93, -4.83, -1.45], [-2.45, -0.18, 0.29], [-1.23, -3.24, 5.21], [1.04, -0.41, -0.11], [0.23, -2.87, 6.15], [-2.30, -1.39, 6.45], [4.24, 1.29, -0.08], [-1.35, -0.96, 3.81], [-0.72, -2.52, -5.10], [-2.32, -5.15, -4.07], [1.04, -0.32, 6.21], [-0.30, -2.67, 5.21], [1.53, -0.87, 4.62], [2.49, 4.50, -4.31], [-3.43, 3.34, -0.05], [-2.47, -4.16, -3.64], [0.14, 1.90, 0.53], [0.18, 4.15, -5.14], [-2.53, 1.34, 0.18], [2.25, -1.27, -2.69], [-1.78, 4.89, 2.38], [-1.25, 2.42, -4.11], [-3.72, 2.03, -0.02], [-0.39, 1.02, -2.27], [0.23, 1.79, -2.70], [-1.87, 0.29, 6.07], [2.15, 1.28, -1.18], [0.61, 0.64, 4.79], [-0.94, -0.66, 2.55], [-0.87, -0.66, 7.16], [3.39, 1.71, -1.02], [5.20, 1.57, -0.10], [-2.02, -0.62, 1.74], [-2.30, -0.30, -2.21], [-2.71, -1.16, 3.78], [0.62, -4.27, -2.10], [3.74, -4.50, 0.51], [-1.53, 2.24, 0.25], [0.63, 4.23, -0.43], [5.73, -0.91, 0.59], [-0.47, 4.71, -1.73], [-4.66, 1.52, -0.11], [-2.35, 5.92, -0.09], [3.00, -4.13, -1.07], [0.22, 5.93, -0.65], [4.35, -2.77, 2.68], [-0.58, -1.17, 5.10], [-1.71, -0.70, -1.02], [-0.92, 4.96, 1.71], [1.85, 3.75, -3.87], [1.52, 1.98, -2.23], [2.18, -1.29, -3.79], [1.15, -0.92, -2.10], [-4.09, 4.17, -0.20], [-0.45, 5.93, 1.85], [-3.12, -4.26, -2.77], [-2.10, -1.28, -3.12], [-0.26, -3.28, -4.47], [-2.86, 0.61, -2.30], [3.89, 2.98, -2.09], [-3.56, -0.61, 0.18], [5.71, -2.65, 0.26], [5.40, -1.51, -1.07], [-0.24, 2.57, -3.74], [0.56, 3.55, -4.32], [-1.14, -1.90, -1.24], [0.32, -3.01, 4.38], [2.59, -2.74, 2.94], [-3.13, -0.95, 2.53], [-1.11, -3.59, -3.23], [-0.17, 4.91, -0.70], [3.53, -1.23, 3.07], [-2.74, 5.80, -1.11], [-0.20, 4.19, 1.99], [-2.42, -1.35, -4.14], [2.31, 2.96, -2.83], [0.73, -2.94, -4.18], [0.73, -0.38, 5.16], [-2.06, 3.48, 0.11], [-3.28, -1.45, 4.64], [-4.12, -1.02, 2.12], [3.43, -2.18, 2.54], [3.30, -1.59, -2.15], [-1.83, 6.87, -0.05], [2.94, -3.96, 0.00], [-2.96, -3.55, -4.39], [-0.29, -5.52, -2.94], [-0.14, -2.54, 0.01], [-0.15, -4.19, -5.05], [-1.47, -0.70, 6.26], [1.98, -4.30, 0.37], [3.97, 0.54, 0.52], [3.21, -1.92, 0.44], [5.27, -1.69, -0.01], [-1.36, 4.81, 0.26]], "mulliken_charge": [0.51, -2.13, 0.78, -0.44, 0.42, -0.60, 0.37, 2.21, 0.46, 0.45, -0.16, 0.55, 0.35, 0.47, 0.58, -1.36, 0.37, 0.49, -0.15, -1.63, -0.81, 0.46, 0.22, -0.58, 0.38, 0.47, -1.51, -0.17, 1.06, 0.42, 1.27, 0.38, 0.11, 0.47, 0.07, 0.32, 0.96, -1.25, -0.47, 0.42, 0.59, 0.37, 0.33, 0.47, 0.30, 0.62, -2.21, 0.39, 0.65, 0.62, 1.23, 0.59, -1.57, -0.51, -1.58, 0.46, 0.17, 0.59, 0.48, 0.37, -0.91, -1.32, 0.76, -0.37, -0.17, 0.48, 0.36, -0.95, -0.93, 0.36, 0.17, 0.31, -1.52, 1.08, -1.46, 0.38, 0.48, 0.30, 0.66, 0.91, 0.13, -1.85, 0.67, 0.56, 0.62, -1.45, -0.49, 0.46, -1.36, 0.42, 0.58, -0.41, 0.50, -1.84, 0.42, -0.40, 0.87, -1.34, 1.18]}